1.
Below is C26H24AsCl3GeIrN4OS3Se as an isolated structure, with properties calculated with ωB97M-V with the def2-TZVPD basis set.

Structure (ORCA input):
```
! wB97M-V def2-TZVPD RIJCOSX def2/J DEFGRID3
* xyz 1 5
Ir 1.01 0.54 0.95
O 1.40 -1.57 0.49
N 0.33 -2.38 0.28
C 0.55 -3.45 -0.52
C -0.44 -4.34 -0.77
C -1.70 -4.12 -0.20
C -1.90 -3.03 0.60
C -0.86 -2.12 0.88
S -1.05 -0.75 1.88
H 1.56 -3.53 -0.90
H -0.23 -5.20 -1.40
H -2.51 -4.81 -0.39
H -2.86 -2.82 1.05
S 0.99 2.70 1.41
C 0.33 3.60 0.03
C 0.36 4.99 0.09
C -0.13 5.74 -0.97
C -0.66 5.11 -2.09
C -0.70 3.72 -2.15
C -0.20 2.97 -1.09
As -0.35 1.06 -0.98
C -2.26 0.87 -0.98
C -2.94 0.28 -2.02
C -4.33 0.24 -2.00
C -5.02 0.80 -0.94
C -4.33 1.41 0.11
C -2.95 1.44 0.09
C 0.28 0.29 -2.61
C 1.03 1.02 -3.52
C 1.54 0.39 -4.66
C 1.29 -0.96 -4.87
C 0.55 -1.69 -3.95
C 0.05 -1.07 -2.82
H 0.78 5.48 0.96
H -0.09 6.82 -0.92
H -1.04 5.70 -2.91
H -1.14 3.23 -3.01
H -2.41 -0.15 -2.87
H -4.87 -0.22 -2.81
H -6.11 0.77 -0.92
H -4.87 1.86 0.93
H -2.41 1.91 0.90
H 1.24 2.07 -3.35
H 2.12 0.96 -5.37
H 1.68 -1.44 -5.76
H 0.36 -2.74 -4.12
H -0.52 -1.64 -2.10
C 1.95 -0.98 6.52
N 2.48 -0.66 5.20
C 1.80 -0.03 4.26
N 0.58 0.42 4.51
S 2.60 0.23 2.73
H 2.71 -1.53 7.06
H 1.06 -1.61 6.43
H 1.71 -0.07 7.07
H 3.37 -1.07 4.92
H 0.08 0.13 5.34
H 0.06 0.82 3.75
Cl 3.69 -4.13 0.73
Ge 3.10 -2.49 2.05
Cl 4.65 -2.59 3.62
Cl 1.38 -3.27 3.10
Se 4.20 -1.54 -2.06
C 3.29 -0.24 -1.22
N 2.72 0.63 -0.70
*
```

Values from the calculation:
Lowest unoccupied orbital energy (spin up / spin down)   -2.4835 / -5.8628 eV
M   1029.8 g mol⁻¹
ΔE to the lowest compared entry with this formula, charge and spin   2.4 kcal/mol
Orbital gap (spin up / spin down)   7.25 / 4.68 eV
⟨S²⟩   6.03
Calculated total energy   -290968.735 eV
Highest occupied orbital energy (spin up / spin down)   -0.35754 / -0.38743 hartree

Löwdin population analysis, charges in e, atoms 1 to 8:
1. Ir 0.482
2. O -0.531
3. N -0.212
4. C -0.074
5. C -0.034
6. C -0.037
7. C -0.064
8. C -0.690


2.
Below is C4H9NO as an isolated structure, with properties calculated with ωB97M-V with the def2-TZVPD basis set.

Structure (ORCA input):
```
! wB97M-V def2-TZVPD RIJCOSX def2/J DEFGRID3
* xyz 0 1
C -1.02 1.79 -0.20
C -0.60 0.71 -0.98
N 0.18 -0.70 0.11
C 1.10 -1.67 -0.45
C 0.08 -0.57 1.39
O -0.63 0.34 1.96
H -0.38 2.67 -0.16
H -0.86 1.07 1.14
H -2.09 1.98 -0.12
H 0.30 0.77 -1.59
H -1.35 0.04 -1.40
H 1.95 -1.16 -0.92
H 0.60 -2.27 -1.21
H 1.49 -2.34 0.33
H 0.61 -1.27 2.06
*
```

Values from the calculation:
Lowest unoccupied orbital energy   0.8879 eV
M   87.1 g mol⁻¹
ΔE to the lowest compared entry with this formula, charge and spin   79.1 kcal/mol
Orbital gap   8.64 eV
Calculated total energy   -7828.888 eV
Highest occupied orbital energy   -0.28484 hartree

Löwdin population analysis, charges in e, atoms 1 to 8:
1. C -0.175
2. C -0.103
3. N -0.087
4. C -0.102
5. C -0.272
6. O 0.006
7. H 0.054
8. H 0.065


3.
Below is C20H40LaNP3SSe as an isolated structure at a distorted geometry, with properties calculated with ωB97M-V with the def2-TZVPD basis set.

Structure (ORCA input):
```
! wB97M-V def2-TZVPD RIJCOSX def2/J DEFGRID3
* xyz 3 1
La 0.15 2.35 0.28
P 0.69 -1.57 0.30
P 1.77 0.70 -1.77
P -2.16 0.02 1.41
H -2.38 6.43 -2.62
C -2.52 6.39 -1.52
C -1.79 5.63 -0.69
H -0.97 5.00 -1.06
C -0.10 -2.73 -0.90
C 2.41 -2.15 0.06
C 0.33 -2.54 1.81
C 1.32 2.23 -2.69
C 3.60 0.78 -1.89
C 1.52 -0.52 -3.13
C -3.55 1.24 1.34
C -2.36 -0.49 3.18
C -3.04 -1.48 0.75
H -3.35 7.03 -1.17
H -2.03 5.65 0.38
H 0.29 -3.73 -0.69
H 0.15 -2.44 -1.93
H -1.19 -2.71 -0.79
H 2.39 -3.24 0.14
H 3.06 -1.73 0.83
H 2.80 -1.85 -0.92
H 0.70 -3.56 1.64
H -0.75 -2.57 2.01
H 0.84 -2.10 2.67
H 2.00 2.28 -3.55
H 1.47 3.14 -2.08
H 0.29 2.19 -3.07
H 3.93 0.58 -2.92
H 4.06 0.04 -1.22
H 3.96 1.77 -1.59
H 2.12 -0.21 -4.00
H 0.46 -0.57 -3.41
H 1.84 -1.52 -2.85
H -4.47 0.75 1.71
H -3.69 1.61 0.32
H -3.29 2.09 1.98
H -3.43 -0.50 3.43
H -1.83 0.24 3.82
H -1.93 -1.49 3.35
H -4.09 -1.45 1.06
H -2.57 -2.40 1.12
H -2.99 -1.49 -0.35
C -3.10 1.39 -3.39
C -2.78 2.74 -3.50
C -3.77 3.67 -3.79
C -5.07 3.24 -4.10
C -5.35 1.87 -4.14
C -4.35 0.94 -3.85
Se -2.08 0.05 -2.46
H -3.38 -0.46 -1.89
H -1.77 3.07 -3.22
H -3.51 4.74 -3.76
H -5.84 3.98 -4.30
H -6.34 1.52 -4.45
H -4.52 -0.13 -3.91
S 3.52 0.35 1.87
C 2.41 -0.21 3.08
C 1.26 0.52 3.11
N 1.14 1.43 2.05
C 2.26 1.42 1.22
H 2.68 -1.02 3.77
H 0.44 0.43 3.83
H 2.58 2.34 0.68
*
```

Values from the calculation:
Lowest unoccupied orbital energy   -10.9424 eV
M   637.4 g mol⁻¹
Orbital gap   4.97 eV
Calculated total energy   -127757.260 eV
Highest occupied orbital energy   -0.58472 hartree

Löwdin population analysis, charges in e, atoms 1 to 8:
1. La 1.835
2. P 0.728
3. P 0.688
4. P 0.707
5. H 0.067
6. C -0.020
7. C -0.106
8. H -0.016


4.
Below is a 3-piece molecular cluster, C18H33N3O5 overall, with properties calculated with ωB97M-V with the def2-TZVPD basis set.

Structure (ORCA input):
```
! wB97M-V def2-TZVPD RIJCOSX def2/J DEFGRID3
* xyz 0 1
C 1.28 1.44 -2.70
C 1.67 2.79 -3.33
C 0.72 3.97 -3.12
O 1.47 5.13 -2.71
C 0.59 5.98 -2.13
O 0.67 7.16 -2.10
O -0.40 5.26 -1.54
C -0.37 3.90 -2.04
C -1.72 3.51 -2.59
C -2.22 2.24 -2.37
C -3.45 1.91 -2.92
C -4.13 2.87 -3.67
N -3.66 4.10 -3.88
C -2.48 4.40 -3.35
H 0.74 0.82 -3.42
H 0.71 1.54 -1.79
H 2.18 0.89 -2.45
H 2.65 3.10 -2.97
H 1.77 2.65 -4.41
H 0.24 4.23 -4.07
H -0.12 3.26 -1.20
H -1.66 1.53 -1.78
H -3.89 0.93 -2.78
H -5.09 2.63 -4.11
H -2.11 5.41 -3.52
C -0.15 -0.16 3.51
C 0.30 -0.42 2.08
C 0.57 0.86 1.28
O -0.59 1.54 0.83
C -1.20 2.40 1.77
N -0.67 -1.29 1.42
H -1.19 0.16 3.56
H -0.08 -1.08 4.09
H 0.47 0.59 4.00
H 1.26 -0.95 2.13
H 1.11 0.59 0.37
H 1.21 1.56 1.84
H -0.45 2.89 2.40
H -1.92 1.88 2.41
H -1.74 3.17 1.21
H -0.31 -1.55 0.50
H -1.50 -0.73 1.22
C 2.76 -5.14 2.78
C 1.38 -5.58 3.24
C 0.58 -6.34 2.17
O 0.01 -5.52 1.17
C 0.88 -5.15 0.12
N 0.66 -4.41 3.76
H 2.70 -4.28 2.11
H 3.36 -4.84 3.63
H 3.28 -5.94 2.26
H 1.52 -6.27 4.08
H -0.27 -6.82 2.66
H 1.19 -7.13 1.72
H 1.57 -5.96 -0.14
H 1.45 -4.25 0.36
H 0.26 -4.94 -0.75
H -0.22 -4.71 4.17
H 0.37 -3.85 2.96
*
```

Values from the calculation:
Lowest unoccupied orbital energy   0.3712 eV
M   371.5 g mol⁻¹
ΔE to the lowest compared entry with this formula, charge and spin   45.2 kcal/mol
Orbital gap   9.64 eV
Calculated total energy   -33908.120 eV
Highest occupied orbital energy   -0.34046 hartree

Löwdin population analysis, charges in e, atoms 1 to 8:
1. C -0.080
2. C -0.141
3. C -0.215
4. O 0.084
5. C -0.551
6. O 0.176
7. O 0.089
8. C -0.186


5.
Below is one molecule with the formula C4H9NO at a distorted geometry, with properties calculated with ωB97M-V with the def2-TZVPD basis set.

Structure (ORCA input):
```
! wB97M-V def2-TZVPD RIJCOSX def2/J DEFGRID3
* xyz 0 1
C -1.98 0.00 0.02
N -0.63 -0.02 0.47
C 0.34 -1.07 0.20
C 1.34 -0.07 -0.43
O 2.64 0.02 0.12
C 0.32 1.03 -0.06
H -2.57 -0.71 0.62
H -2.40 1.00 0.18
H -2.05 -0.24 -1.05
H -0.07 -1.81 -0.49
H 0.73 -1.55 1.10
H 1.49 -0.26 -1.50
H 2.59 0.73 0.77
H 0.21 1.25 1.01
H -0.03 1.66 -0.90
*
```

Values from the calculation:
Lowest unoccupied orbital energy   1.0396 eV
M   87.1 g mol⁻¹
ΔE to the lowest compared entry with this formula, charge and spin   86.4 kcal/mol
Orbital gap   9.16 eV
Calculated total energy   -7828.573 eV
Highest occupied orbital energy   -0.29848 hartree

Löwdin population analysis, charges in e, atoms 1 to 8:
1. C -0.119
2. N -0.266
3. C -0.122
4. C -0.338
5. O -0.029
6. C -0.087
7. H 0.082
8. H 0.088


6.
Below is one molecule with the formula C4H5NO2, with properties calculated with ωB97M-V with the def2-TZVPD basis set.

Structure (ORCA input):
```
! wB97M-V def2-TZVPD RIJCOSX def2/J DEFGRID3
* xyz 0 1
O -0.45 -2.66 -0.28
C 0.09 -1.75 0.28
C 0.35 -0.41 -0.38
C -0.93 0.47 -0.40
N -0.46 1.78 0.05
C 0.71 1.60 0.49
O 1.27 0.36 0.40
H 0.40 -1.81 1.35
H 0.76 -0.57 -1.39
H -1.39 0.52 -1.39
H -1.69 0.11 0.31
H 1.34 2.35 0.96
*
```

Values from the calculation:
Lowest unoccupied orbital energy   0.7560 eV
M   99.1 g mol⁻¹
ΔE to the lowest compared entry with this formula, charge and spin   28.6 kcal/mol
Orbital gap   10.80 eV
Calculated total energy   -9813.074 eV
Highest occupied orbital energy   -0.36929 hartree

Löwdin population analysis, charges in e, atoms 1 to 8:
1. O 0.071
2. C -0.201
3. C -0.244
4. C -0.138
5. N 0.072
6. C -0.218
7. O -0.024
8. H 0.138


7.
Below is C21H46ClN5O13P3S as an isolated structure at a distorted geometry, with properties calculated with ωB97M-V with the def2-TZVPD basis set.

Structure (ORCA input):
```
! wB97M-V def2-TZVPD RIJCOSX def2/J DEFGRID3
* xyz 1 1
C 6.06 -2.35 -0.53
C 4.66 -2.52 -1.15
C 3.59 -2.85 -0.12
O 2.92 -1.67 0.43
N 1.94 -1.15 -0.36
N 1.00 -1.95 -0.94
C 0.17 -1.12 -1.56
P -1.24 -1.75 -2.54
O -2.48 -1.57 -1.55
O -1.45 -0.60 -3.61
S -0.84 -3.50 -3.17
N 0.51 0.13 -1.39
C 1.63 0.13 -0.61
N 2.23 1.26 -0.17
P 1.63 2.92 -0.68
N 1.47 2.77 -2.34
O 0.06 2.78 -0.23
P 3.66 1.54 0.82
O 3.41 0.46 2.02
Cl 5.00 0.49 -0.31
H 6.70 -1.76 -1.18
H 6.00 -1.81 0.42
H 6.52 -3.32 -0.35
H 4.39 -1.63 -1.72
H 4.68 -3.36 -1.85
H 2.86 -3.55 -0.52
H 4.02 -3.32 0.77
H 0.97 -2.95 -0.93
H -2.24 -1.48 -0.61
H -1.35 0.31 -3.29
H 1.55 1.87 -2.78
H 2.08 3.44 -2.81
H -0.06 2.36 0.63
H 2.51 0.14 2.11
O 4.21 -3.23 2.95
C 4.80 -2.63 3.82
O 6.08 -2.94 4.02
C 6.94 -2.20 4.91
C 6.83 -2.69 6.34
C 4.12 -1.62 4.70
H 6.74 -1.13 4.83
H 7.94 -2.38 4.52
H 5.83 -2.53 6.75
H 7.54 -2.16 6.97
H 7.05 -3.76 6.39
H 3.68 -2.15 5.55
H 3.32 -1.16 4.13
H 4.77 -0.84 5.08
O 5.55 3.37 -1.77
C 6.57 3.86 -1.35
O 6.60 4.20 -0.04
C 7.80 4.64 0.61
C 8.03 6.13 0.45
C 7.75 4.15 -2.23
H 8.66 4.06 0.27
H 7.64 4.40 1.66
H 8.19 6.40 -0.60
H 8.91 6.44 1.01
H 7.17 6.68 0.81
H 7.62 5.14 -2.67
H 7.75 3.42 -3.04
H 8.71 4.12 -1.73
O -6.85 1.03 2.20
C -6.70 0.51 1.12
O -5.59 0.86 0.41
C -5.20 0.16 -0.77
C -5.87 0.69 -2.02
C -7.70 -0.43 0.52
H -5.35 -0.91 -0.66
H -4.12 0.33 -0.83
H -6.95 0.54 -1.99
H -5.48 0.18 -2.90
H -5.68 1.76 -2.12
H -8.44 0.15 -0.02
H -8.21 -0.96 1.32
H -7.28 -1.17 -0.16
O -9.93 -2.17 -0.61
C -10.99 -1.77 -1.04
O -11.20 -1.85 -2.36
C -12.48 -1.57 -2.96
C -12.66 -0.09 -3.25
C -12.02 -1.12 -0.14
H -13.28 -1.97 -2.35
H -12.47 -2.14 -3.89
H -12.67 0.50 -2.34
H -13.61 0.07 -3.77
H -11.86 0.27 -3.89
H -11.80 -0.06 -0.07
H -11.92 -1.56 0.85
H -13.05 -1.24 -0.48
*
```

Values from the calculation:
Lowest unoccupied orbital energy   -3.1432 eV
M   737.1 g mol⁻¹
Orbital gap   8.32 eV
Calculated total energy   -107811.667 eV
Highest occupied orbital energy   -0.42113 hartree

Löwdin population analysis, charges in e, atoms 1 to 8:
1. C -0.145
2. C -0.255
3. C -0.133
4. O -0.054
5. N -0.010
6. N 0.168
7. C -0.361
8. P 0.160